#A
DFT (ωB97M-V with the def2-TZVPD basis set) results for a cluster of 2 separate species, C2H9N2O in total.

The geometry in ORCA input format:
```
! wB97M-V def2-TZVPD RIJCOSX def2/J DEFGRID3
* xyz 1 1
C -0.020 -0.986 0.631
C 0.318 -0.816 -0.689
N 0.713 0.519 -1.144
N -0.200 -2.253 1.182
H 0.102 -0.112 1.341
H 0.395 -1.664 -1.416
H -0.008 0.895 -1.862
H 0.766 1.190 -0.371
H 1.640 0.442 -1.593
H -0.207 -3.027 0.541
H -0.428 -2.415 2.152
H -0.583 3.257 0.822
H -1.705 2.411 0.210
O -0.783 2.558 0.197
*
```

Calculated values
Frontier orbital gap: 0.3511 hartree
HOMO level: -12.8 eV
E_LUMO: -0.11953 Ha



#B
DFT (ωB97M-V with the def2-TZVPD basis set) results for a cluster of 2 separate species, C2H9N2O in total.

The geometry in ORCA input format:
```
! wB97M-V def2-TZVPD RIJCOSX def2/J DEFGRID3
* xyz 1 1
C 0.297 1.675 1.320
C 0.406 -0.454 -0.117
N -0.550 -1.409 0.266
N -0.008 0.185 -1.604
O 1.595 -0.946 -0.358
H -0.633 2.036 0.878
H 1.252 2.178 1.212
H 0.035 1.033 2.183
H -1.421 -0.999 0.025
H -0.518 -2.369 0.026
H 0.813 0.608 -2.072
H -0.478 -0.593 -2.126
H -0.704 0.876 -1.823
H 1.665 -1.846 -0.201
*
```

Calculated values
Frontier orbital gap (alpha / beta): 0.3094 / 0.3376 hartree
HOMO level (alpha / beta): -13.0 / -13.2 eV
E_LUMO (alpha / beta): -0.16968 / -0.14826 Ha



Verdict on stability: #B comes out at the bottom.



#A
DFT (ωB97M-V with the def2-TZVPD basis set) results for a structure of composition C3H12NO4.

The geometry in ORCA input format:
```
! wB97M-V def2-TZVPD RIJCOSX def2/J DEFGRID3
* xyz -1 1
C 1.763 -0.746 0.493
O 1.561 -1.804 -0.458
C 0.638 0.175 0.811
C -0.636 -0.504 1.342
O -1.745 0.335 1.059
N 1.130 1.105 1.830
H 2.418 -0.072 -0.099
H 2.301 -1.059 1.375
H 0.244 0.823 -0.026
H -0.915 -1.419 0.790
H -0.734 -0.718 2.410
H -1.889 0.676 -0.094
H 0.534 1.909 1.929
H 1.078 0.666 2.743
H 1.072 -1.461 -1.210
H 0.313 -0.027 -2.693
O -0.531 -0.045 -3.165
H -1.215 0.278 -2.500
H -1.872 2.086 -1.198
O -1.816 1.119 -1.240
*
```

Calculated values
Frontier orbital gap: 0.2936 hartree
HOMO level: -4.2 eV
E_LUMO: 0.13966 Ha



#B
DFT (ωB97M-V with the def2-TZVPD basis set) results for a structure of composition C3H12NO4.

The geometry in ORCA input format:
```
! wB97M-V def2-TZVPD RIJCOSX def2/J DEFGRID3
* xyz -1 1
C -0.873 -0.565 0.138
C -2.171 -0.122 0.919
O -2.611 1.286 -0.254
N 0.078 0.679 -0.083
C 0.631 0.764 -1.566
O 1.928 0.481 -1.713
H -0.341 -1.342 0.672
H -1.186 -0.912 -0.848
H -2.126 -0.084 1.985
H -3.046 -0.730 0.612
H -2.246 1.043 0.848
H -0.675 1.390 -0.195
H 0.277 1.869 -1.726
H -0.106 0.175 -2.183
H 2.055 -1.181 -0.879
H 1.650 -1.496 0.528
O 1.927 -1.943 -0.271
H 1.592 0.290 0.947
H 3.051 0.152 1.328
O 2.190 0.245 1.740
*
```

Calculated values
Frontier orbital gap: 0.2257 hartree
HOMO level: -3.6 eV
E_LUMO: 0.09523 Ha



Verdict on stability: #B comes out at the bottom.



#A
DFT (ωB97M-V with the def2-TZVPD basis set) results for a cluster of 2 separate species, C2HClF2S in total.

The geometry in ORCA input format:
```
! wB97M-V def2-TZVPD RIJCOSX def2/J DEFGRID3
* xyz 0 1
F -0.743 -1.344 -1.374
C -1.157 -0.759 -0.268
F -1.405 -1.640 0.680
C -0.956 0.530 0.060
S -1.288 1.965 0.433
Cl 2.723 0.921 0.826
H 2.825 0.326 -0.358
*
```

Calculated values
Frontier orbital gap: 0.2764 hartree
SMILES: FC(F)=C=S.Cl
HOMO level: -8.5 eV
E_LUMO: -0.03600 Ha



#B
DFT (ωB97M-V with the def2-TZVPD basis set) results for the molecule C2HClF2S.

The geometry in ORCA input format:
```
! wB97M-V def2-TZVPD RIJCOSX def2/J DEFGRID3
* xyz 0 1
F -1.122 1.508 0.104
C -0.087 0.708 0.005
F 0.912 1.292 -0.589
Cl 0.470 0.168 1.902
C -0.422 -0.662 -0.319
S 1.072 -1.655 -1.482
H -0.822 -1.359 0.380
*
```

Calculated values
Frontier orbital gap (alpha / beta): 0.2441 / 0.2439 hartree
SMILES: FC(F)(Cl)C=S
HOMO level (alpha / beta): -9.6 / -9.6 eV
E_LUMO (alpha / beta): -0.10995 / -0.11001 Ha



Verdict on stability: #B comes out at the bottom.



#A
DFT (ωB97M-V with the def2-TZVPD basis set) results for a cluster of 10 separate species, C30H60O30 in total.

The geometry in ORCA input format:
```
! wB97M-V def2-TZVPD RIJCOSX def2/J DEFGRID3
* xyz 0 1
C 28.279 29.284 38.421
O 27.713 29.153 39.727
C 26.882 30.026 40.220
O 26.523 31.032 39.598
O 26.452 29.923 41.474
C 25.314 30.866 41.803
H 27.709 29.012 37.487
H 29.194 28.517 38.444
H 28.738 30.146 38.232
H 24.594 30.302 41.162
H 25.296 31.857 41.582
H 25.076 30.668 42.793
C 34.136 24.278 30.166
O 34.198 24.540 31.638
C 33.118 24.698 32.239
O 32.017 24.759 31.631
O 33.184 24.809 33.498
C 31.911 25.254 34.180
H 35.013 23.711 29.787
H 33.795 25.155 29.627
H 33.542 23.325 30.066
H 31.740 26.277 34.125
H 32.016 25.148 35.282
H 31.074 24.958 33.672
C 28.703 19.848 34.860
O 28.987 19.775 33.407
C 29.657 20.805 32.817
O 30.195 21.694 33.490
O 29.663 20.818 31.512
C 30.123 21.961 30.852
H 29.410 19.687 35.456
H 28.125 19.058 34.725
H 27.886 20.487 34.999
H 31.243 22.258 30.786
H 29.743 23.020 31.117
H 30.096 21.928 29.823
C 26.363 20.716 31.650
O 25.722 19.422 31.565
C 24.455 19.292 31.491
O 23.689 20.222 31.216
O 24.137 17.966 31.408
C 22.755 17.677 31.269
H 25.848 21.539 31.118
H 27.317 20.969 31.157
H 26.479 20.936 32.597
H 22.535 16.535 31.519
H 22.493 17.847 30.149
H 22.283 18.332 32.092
C 32.701 24.775 41.326
O 33.285 25.194 40.118
C 34.342 24.592 39.591
O 34.904 23.681 40.203
O 34.734 24.830 38.344
C 35.892 24.192 37.821
H 31.473 25.125 41.435
H 33.116 25.230 42.156
H 32.740 23.903 41.561
H 36.151 24.363 36.696
H 35.768 23.190 37.783
H 36.824 24.365 38.604
C 35.557 19.292 36.248
O 34.224 19.308 36.724
C 33.570 20.479 36.828
O 34.161 21.527 36.596
O 32.309 20.429 37.124
C 31.509 21.619 36.947
H 36.255 19.824 37.128
H 35.829 19.754 35.213
H 35.914 18.287 36.291
H 31.335 22.034 35.942
H 32.061 22.388 37.522
H 30.455 21.342 37.433
C 33.632 27.618 36.825
O 32.459 28.174 37.416
C 32.671 29.035 38.415
O 33.805 29.339 38.943
O 31.656 29.650 38.902
C 31.626 30.679 39.813
H 34.451 27.435 37.548
H 34.168 28.211 36.106
H 33.549 26.659 36.261
H 32.235 30.515 40.749
H 30.849 30.902 40.215
H 32.064 31.580 39.532
C 33.475 20.503 41.043
O 32.416 21.280 40.392
C 31.172 21.068 40.707
O 30.758 20.411 41.596
O 30.291 21.845 39.896
C 28.911 21.836 40.155
H 32.971 19.900 41.842
H 34.298 21.045 41.230
H 33.888 19.736 40.120
H 28.330 20.931 40.015
H 28.478 22.612 39.371
H 28.519 22.178 41.211
C 28.148 23.513 34.654
O 28.862 23.473 35.912
C 29.421 24.561 36.550
O 29.255 25.671 36.015
O 30.087 24.373 37.654
C 30.550 25.403 38.420
H 27.664 22.464 34.333
H 28.916 23.756 33.898
H 27.525 24.320 34.522
H 30.992 25.208 39.531
H 29.724 26.223 38.489
H 31.485 25.831 37.846
C 26.786 24.747 30.819
O 26.735 25.297 32.122
C 27.759 26.140 32.462
O 28.776 26.248 31.654
O 27.594 26.904 33.422
C 28.573 27.784 33.742
H 25.896 23.956 30.577
H 27.695 24.124 30.917
H 26.766 25.366 30.032
H 28.958 28.250 32.563
H 29.387 27.345 34.165
H 28.323 28.641 34.387
*
```

Calculated values
Frontier orbital gap: 0.3801 hartree
SMILES: COC(=O)OC.COC(=O)OC.COC(=O)OC.COC(=O)OC.COC(=O)OC.COC(=O)OC.COC(=O)OC.COC(=O)OC.COC(=O)OC.COC(=O)OC
HOMO level: -9.9 eV
E_LUMO: 0.01634 Ha



#B
DFT (ωB97M-V with the def2-TZVPD basis set) results for a cluster of 10 separate species, C30H60O30 in total.

The geometry in ORCA input format:
```
! wB97M-V def2-TZVPD RIJCOSX def2/J DEFGRID3
* xyz 0 1
C -9.929 16.342 -10.146
O -10.905 17.177 -9.555
C -12.160 16.613 -9.108
O -12.437 15.392 -9.200
O -12.882 17.505 -8.551
C -14.104 17.253 -7.842
H -9.421 15.755 -9.380
H -9.022 16.860 -10.458
H -10.284 15.649 -10.908
H -14.857 17.976 -8.156
H -14.205 17.173 -6.760
H -14.534 16.448 -8.437
C -9.554 13.881 -20.229
O -8.276 14.335 -19.945
C -7.329 13.438 -19.537
O -7.424 12.250 -19.345
O -6.283 14.161 -19.141
C -5.226 13.733 -18.398
H -10.153 14.660 -20.701
H -9.983 13.443 -19.328
H -9.466 13.216 -21.088
H -5.291 14.024 -17.349
H -4.237 13.927 -18.812
H -5.133 12.646 -18.392
C -9.730 16.546 -14.422
O -10.526 16.381 -15.579
C -10.081 16.951 -16.638
O -9.120 17.740 -16.761
O -10.787 16.498 -17.556
C -10.594 16.988 -18.878
H -9.369 17.546 -14.180
H -8.977 15.759 -14.379
H -10.369 16.289 -13.577
H -9.622 17.471 -18.974
H -11.440 17.611 -19.171
H -10.578 16.141 -19.564
C -6.236 15.012 -14.110
O -7.128 14.894 -13.043
C -7.074 13.866 -12.250
O -6.226 12.990 -12.151
O -8.205 13.884 -11.490
C -8.413 13.176 -10.296
H -6.541 14.491 -15.017
H -5.223 14.712 -13.838
H -6.277 16.066 -14.383
H -7.572 13.249 -9.607
H -8.757 12.147 -10.410
H -9.195 13.659 -9.710
C -10.038 13.388 -16.252
O -9.824 12.954 -14.953
C -10.752 13.127 -14.046
O -11.811 13.772 -14.243
O -10.496 12.566 -12.862
C -11.434 12.741 -11.839
H -9.569 14.371 -16.282
H -11.057 13.446 -16.635
H -9.415 12.722 -16.848
H -12.481 12.709 -12.139
H -11.363 13.713 -11.353
H -11.360 11.962 -11.080
C -7.938 9.992 -13.788
O -6.841 10.481 -14.391
C -6.862 10.930 -15.680
O -7.721 10.743 -16.553
O -5.728 11.558 -15.942
C -4.630 11.726 -15.073
H -7.689 9.582 -12.810
H -8.350 9.131 -14.315
H -8.656 10.813 -13.780
H -3.793 12.210 -15.577
H -4.210 10.779 -14.732
H -4.922 12.380 -14.252
C -17.228 16.894 -10.851
O -16.013 17.313 -11.296
C -15.203 16.523 -12.042
O -15.527 15.534 -12.709
O -14.020 17.147 -12.027
C -12.881 16.512 -12.583
H -17.594 17.504 -10.025
H -17.194 15.806 -10.784
H -17.954 16.993 -11.657
H -12.970 16.153 -13.608
H -12.606 15.620 -12.020
H -11.996 17.149 -12.593
C -15.065 13.051 -9.926
O -14.934 12.597 -11.307
C -14.968 11.283 -11.508
O -15.093 10.472 -10.585
O -14.765 11.003 -12.796
C -14.988 11.884 -13.866
H -16.111 12.878 -9.674
H -14.960 14.131 -10.028
H -14.476 12.668 -9.093
H -14.688 11.310 -14.743
H -14.461 12.832 -13.760
H -16.041 12.142 -13.752
C -10.776 7.435 -19.916
O -11.666 8.589 -19.778
C -11.251 9.696 -19.193
O -10.146 9.886 -18.722
O -12.280 10.466 -19.140
C -12.152 11.657 -18.397
H -10.252 7.177 -18.996
H -10.013 7.612 -20.674
H -11.293 6.502 -20.142
H -11.247 11.849 -17.819
H -12.970 11.598 -17.678
H -12.408 12.462 -19.085
C -11.744 11.613 -7.629
O -11.200 10.887 -8.700
C -11.899 9.897 -9.270
O -12.910 9.352 -8.790
O -11.245 9.502 -10.396
C -11.557 8.251 -10.992
H -11.670 10.936 -6.778
H -12.808 11.850 -7.622
H -11.089 12.480 -7.555
H -11.045 7.465 -10.437
H -11.421 8.164 -12.070
H -12.637 8.122 -10.919
*
```

Calculated values
Frontier orbital gap: 0.3967 hartree
SMILES: COC(=O)OC.COC(=O)OC.COC(=O)OC.COC(=O)OC.COC(=O)OC.COC(=O)OC.COC(=O)OC.COC(=O)OC.COC(=O)OC.COC(=O)OC
HOMO level: -10.4 eV
E_LUMO: 0.01632 Ha



Verdict on stability: #A comes out at the bottom.